No. 1
Molecular formula: C15H23N2O2
Method: DFT, ωB97M-V with the def2-TZVPD basis set

Computed properties:
Energy relative to the best compared isomer or geometry (same formula, charge and spin), kJ/mol: 173.8
Charge: +1
HOMO level, eV: -12.30

Geometry (Å):
C  1.153  -0.268  4.557
C  1.718  -1.420  3.712
C  1.319  -1.145  2.251
N  0.800  0.223  2.239
C  0.475  0.841  1.118
C  0.027  2.212  1.137
C  0.839  3.222  1.724
C  0.369  4.516  1.896
C  -0.910  4.860  1.417
C  -1.675  3.910  0.711
C  -1.198  2.607  0.555
C  0.718  0.833  3.572
H  0.287  -0.594  5.145
H  1.908  0.137  5.242
H  2.815  -1.421  3.768
H  1.355  -2.405  4.031
H  2.173  -1.229  1.568
H  0.560  -1.857  1.894
H  0.837  0.381  0.199
H  1.849  2.958  2.051
H  0.984  5.258  2.431
H  -1.316  5.855  1.584
H  -2.661  4.194  0.295
H  -1.767  1.848  -0.003
H  -0.289  1.219  3.796
H  1.391  1.700  3.673
C  -1.685  -4.372  -5.435
C  -1.144  -2.963  -5.301
O  -0.550  -2.754  -3.994
C  -0.542  -1.483  -3.555
C  0.279  -1.300  -2.294
N  -0.436  -0.434  -1.405
O  -1.109  -0.555  -4.094
H  -2.039  -4.498  -6.465
H  -0.930  -5.141  -5.243
H  -2.537  -4.538  -4.765
H  -0.344  -2.786  -6.027
H  -1.935  -2.227  -5.446
H  0.382  -2.263  -1.807
H  1.258  -0.928  -2.627
H  -0.204  -0.730  -0.460
H  -0.224  0.535  -1.646

***

No. 2
Molecular formula: C3H3NS3
Method: DFT, ωB97M-V with the def2-TZVPD basis set

Computed properties:
Energy relative to the best compared isomer or geometry (same formula, charge and spin), kJ/mol: 181.3
SMILES: S=CN(C=S)C=S
HOMO level, eV: -8.70

Geometry (Å):
C  -1.040  -0.905  -0.160
C  -0.199  1.342  0.248
C  1.264  -0.506  -0.155
H  -0.606  -1.868  -0.429
H  0.692  1.701  0.752
H  1.233  -1.587  -0.198
N  0.029  0.001  0.001
S  -2.658  -0.772  0.075
S  -1.379  2.338  -0.141
S  2.663  0.257  0.008

***

No. 3
Molecular formula: C4H11NO2
Method: DFT, ωB97M-V with the def2-TZVPD basis set

Computed properties:
Energy relative to the best compared isomer or geometry (same formula, charge and spin), kJ/mol: 98.6
SMILES: CC(C)NC=O.O
HOMO level, eV: -9.76

Geometry (Å):
C  -1.442  0.646  1.066
N  -1.676  -0.664  0.804
C  -1.466  -0.767  -1.709
C  -1.237  -1.430  -0.350
C  0.243  -1.840  -0.155
O  -0.497  1.290  0.658
H  -2.288  1.170  1.538
H  -2.630  -0.920  1.045
H  -0.838  -1.254  -2.442
H  -2.516  -0.571  -1.929
H  -1.103  0.267  -1.573
H  -1.788  -2.375  -0.388
H  0.998  -1.101  -0.405
H  0.452  -2.728  -0.775
H  0.377  -2.296  0.822
H  4.727  3.554  1.230
H  5.322  4.864  0.952
O  5.363  4.156  1.612

***

No. 4
Molecular formula: C3H12N2O
Method: DFT, ωB97M-V with the def2-TZVPD basis set

Computed properties:
Energy relative to the best compared isomer or geometry (same formula, charge and spin), kJ/mol: 41.5
SMILES: NCCCN.O
HOMO level, eV: -9.25

Geometry (Å):
N  -0.023  -2.279  -0.108
C  0.300  -1.022  0.614
C  -0.700  0.061  0.241
C  -0.355  1.484  0.615
N  -1.460  2.442  0.456
H  0.841  -2.733  -0.384
H  -0.421  -2.924  0.551
H  1.342  -0.833  0.335
H  0.348  -1.115  1.701
H  -0.871  -0.044  -0.835
H  -1.659  -0.199  0.703
H  0.445  1.846  -0.043
H  0.089  1.555  1.610
H  -2.345  2.017  0.247
H  -1.624  2.903  1.338
H  1.361  -0.684  -2.637
H  2.441  0.220  -2.081
O  2.291  -0.697  -2.321

***

No. 5
Molecular formula: C21H44BrFGaO5Si
Method: DFT, ωB97M-V with the def2-TZVPD basis set

Computed properties:
Charge: -1
HOMO level, eV: -4.80

Geometry (Å):
C  1.743  -2.571  1.269
C  1.158  -1.844  -0.040
F  2.242  -1.850  -1.006
C  0.849  -0.368  0.371
Ga  -0.373  0.627  -1.008
C  -0.199  2.627  -0.565
C  1.121  3.311  -1.090
O  2.332  2.809  -0.493
Si  2.660  3.467  1.034
C  4.576  3.407  1.221
C  2.170  5.287  1.260
C  1.962  2.494  2.510
C  -2.281  -0.139  -0.630
O  -3.346  0.517  -1.420
C  -4.272  1.007  -0.523
C  -5.449  0.281  -0.061
C  -6.311  0.937  0.916
C  -6.083  2.271  1.443
C  -4.908  3.000  0.972
C  -4.055  2.351  -0.001
C  0.324  0.065  -2.863
C  -0.088  0.965  -4.090
C  1.150  1.761  -4.720
Br  -1.616  2.185  -3.790
H  0.921  -2.990  1.903
H  2.314  -1.790  1.839
H  2.479  -3.372  0.996
H  0.255  -2.384  -0.415
H  1.799  0.234  0.433
H  0.335  -0.357  1.375
H  -1.048  3.213  -1.027
H  -0.306  2.756  0.548
H  1.183  3.055  -2.187
H  1.001  4.427  -1.047
H  4.934  2.401  0.886
H  4.969  4.141  0.458
H  4.919  3.702  2.241
H  1.054  5.365  1.394
H  2.613  5.636  2.235
H  2.488  5.967  0.433
H  1.277  3.111  3.162
H  2.814  2.200  3.190
H  1.400  1.565  2.249
H  -2.535  -0.047  0.457
H  -2.323  -1.240  -0.899
H  -5.664  -0.735  -0.460
H  -7.214  0.403  1.301
H  -6.745  2.787  2.170
H  -4.620  4.021  1.315
H  -3.175  2.922  -0.376
H  -0.056  -0.981  -3.052
H  1.441  0.055  -2.812
H  -0.410  0.260  -4.907
H  0.827  2.824  -4.894
H  1.544  1.276  -5.643
H  1.942  1.795  -3.921
C  4.778  -4.535  -2.038
O  3.646  -4.946  -1.286
H  5.572  -5.268  -1.900
H  4.520  -4.478  -3.099
H  5.124  -3.559  -1.688
H  2.956  -4.282  -1.417
C  3.254  -5.723  3.189
O  3.755  -6.690  2.275
H  3.638  -5.949  4.182
H  3.588  -4.726  2.890
H  2.162  -5.761  3.204
H  3.405  -6.470  1.403
C  -6.076  -3.587  1.607
O  -6.666  -2.575  0.802
H  -4.999  -3.430  1.627
H  -6.469  -3.530  2.626
H  -6.289  -4.572  1.183
H  -7.617  -2.731  0.797

***

No. 6
Molecular formula: C3H8N3O
Method: DFT, ωB97M-V with the def2-TZVPD basis set

Computed properties:
Energy relative to the best compared isomer or geometry (same formula, charge and spin), kJ/mol: 169.9
Charge: +1
HOMO level, eV: -13.16

Geometry (Å):
C  0.941  -0.435  0.717
C  0.709  0.740  -1.213
C  -0.972  -0.137  -0.565
N  -0.362  -0.663  0.609
N  1.690  -0.756  1.777
N  -2.184  0.496  -0.564
O  1.530  0.265  -0.204
H  0.888  0.234  -2.237
H  0.659  1.788  -1.044
H  -1.009  -0.969  -1.326
H  -0.815  -0.699  1.496
H  1.321  -1.248  2.601
H  2.642  -0.470  1.634
H  -2.634  0.482  -1.467
H  -2.403  1.373  -0.215

***

| no. | HOMO-LUMO gap (eV) |
| --- | --- |
| 1 | 7.7 |
| 2 | 7.6 |
| 3 | 10.5 |
| 4 | 10.1 |
| 5 | 7.2 |
| 6 | 9.9 |